No. 1
The following is a DFT calculation (wB97M-V/def2-TZVPD) of a 8-piece molecular cluster, C4H21O10 overall at a distorted geometry.

Structure (XYZ):
```
35
Properties=species:S:1:pos:R:3:forces:R:3
O 2.401 -1.801 0.854 -0.1 0.1 0.0
C 2.277 -0.680 0.328 0.4 0.1 0.0
O 2.734 0.407 0.813 -0.2 -0.1 -0.1
C 1.500 -0.630 -0.987 -0.3 0.2 0.1
C 0.002 -0.878 -0.730 0.8 -0.2 0.2
C -0.754 -1.105 -2.007 -1.0 0.3 -0.3
O -0.164 -2.029 0.127 -0.5 -0.4 -0.3
H 1.620 0.323 -1.507 0.0 0.1 0.2
H 1.898 -1.393 -1.652 0.0 -0.3 0.0
H -0.415 -0.042 -0.160 0.0 0.1 -0.3
H -0.441 -2.009 -2.529 0.1 0.0 0.1
H -0.725 -0.262 -2.699 0.4 0.1 0.2
H -1.827 -1.160 -1.790 0.1 -0.3 0.1
H 0.704 -2.356 0.438 0.4 0.4 0.0
H -0.821 -3.494 -0.752 -0.3 -0.6 -0.3
H -2.124 -4.134 -1.231 -0.5 0.1 0.0
O -1.183 -4.277 -1.243 0.7 0.4 0.4
H 1.790 0.111 2.786 -0.3 0.1 0.1
H 0.981 1.332 2.421 -0.1 -0.4 0.6
O 0.999 0.600 3.082 0.5 0.3 -0.4
H 0.447 2.887 -0.597 -0.2 0.1 -0.3
H 0.612 2.691 -2.108 0.0 0.0 -0.1
O 0.046 3.130 -1.469 0.4 0.1 0.3
H 1.865 1.623 0.783 -0.3 0.3 -0.1
H 1.729 3.154 1.239 -0.3 -0.3 -0.2
O 1.188 2.415 0.914 0.7 0.0 0.2
H -1.617 2.349 -1.524 -0.5 -0.4 0.2
H -2.422 1.580 -0.442 0.1 0.3 -0.4
O -2.407 1.775 -1.404 0.2 0.1 -0.1
H -0.433 -0.335 2.713 -0.2 -0.2 -0.1
H -0.944 -1.340 1.632 -0.2 0.4 0.5
O -1.257 -0.736 2.352 0.3 -0.5 -0.3
H -1.926 0.691 1.690 -0.2 0.3 -0.2
H -1.233 2.004 1.366 0.0 0.2 -0.1
O -2.101 1.591 1.295 0.2 -0.5 0.5
```
Forces are in eV/Å.

- total charge = -1
- gap between HOMO and LUMO (Eh) = 0.352
- LUMO (Eh) = 0.1069
- E_HOMO (eV) = -6.66

Atom charges from the natural (NBO) analysis, given in e for atoms 1 to 4:
1. O -0.7376
2. C 0.7901
3. O -0.8047
4. C -0.5438

***

No. 2
The following is a DFT calculation (wB97M-V/def2-TZVPD) of a 7-piece molecular cluster, C4H22N2O8 overall at a distorted geometry.

Structure (XYZ):
```
36
Properties=species:S:1:pos:R:3:forces:R:3
C 1.570 -1.326 0.814 2.1 -0.4 2.5
N 1.338 -1.503 -0.577 0.0 0.8 -0.6
C 1.474 -0.319 -1.431 -0.3 -3.2 -0.2
O 0.268 0.447 -1.484 0.9 0.7 0.4
C 0.458 -0.663 1.705 0.2 0.4 -1.3
N -0.817 -1.034 1.103 -0.4 -0.7 0.3
C -1.905 -1.217 1.883 0.3 0.9 1.3
O -1.848 -0.946 3.077 -0.3 -0.3 -0.1
H 1.774 -2.332 1.303 -0.7 0.8 -0.8
H 2.625 -0.896 1.003 -1.8 0.1 -0.5
H 0.478 -2.016 -0.733 0.3 0.0 -0.4
H 2.395 0.150 -1.080 -0.4 0.7 -0.1
H 1.629 -0.774 -2.422 0.1 0.7 0.0
H 0.579 1.352 -1.628 -0.6 0.1 -0.1
H 0.432 0.435 1.826 0.7 -0.5 -0.2
H 0.581 -1.099 2.680 -0.4 0.0 0.4
H -0.857 -1.027 0.102 -0.4 0.0 -0.1
H -2.866 -1.556 1.484 0.2 -0.1 -0.8
H 2.355 1.659 3.146 -0.4 0.3 0.4
H 1.522 0.840 4.259 0.1 0.6 -0.3
O 2.215 0.816 3.590 0.4 -0.7 0.0
H 0.256 -2.935 -3.229 -0.1 -0.2 0.1
H -1.212 -2.945 -2.704 0.0 -0.1 -0.1
O -0.599 -2.498 -3.294 0.4 0.2 -0.1
H 2.330 3.650 0.947 -0.6 -0.2 -0.2
H 1.157 3.263 2.002 -0.3 0.1 -0.9
O 2.056 3.572 1.859 0.7 0.0 1.1
H -2.424 1.942 -3.153 0.0 0.2 -0.1
H -1.555 0.824 -3.665 -0.1 1.2 -0.4
O -1.758 1.777 -3.833 0.1 -1.2 0.5
H -1.825 2.244 2.276 0.2 0.3 0.2
H -1.256 1.870 0.968 0.3 0.2 -0.2
O -1.176 2.567 1.634 -0.3 -0.5 0.0
H -1.700 -0.613 -2.427 0.6 0.4 -1.2
H -3.106 -0.807 -3.402 1.2 0.5 -0.3
O -2.589 -0.899 -2.600 -1.9 -0.9 1.7
```
Forces are in eV/Å.

- total charge = 0
- gap between HOMO and LUMO (Eh) = 0.357
- LUMO (Eh) = 0.0036
- SMILES string = O=CNCCNCO.O.O.O.O.O.O
- E_HOMO (eV) = -9.61

Atom charges from the natural (NBO) analysis, given in e for atoms 1 to 4:
1. C -0.2421
2. N -0.6427
3. C 0.0740
4. O -0.7623

***

No. 3
The following is a DFT calculation (wB97M-V/def2-TZVPD) of C4H22O7 as an isolated structure at a distorted geometry.

Structure (XYZ):
```
33
Properties=species:S:1:pos:R:3:forces:R:3
C -9.500 4.943 18.362 0.3 -2.8 0.0
O -8.390 4.065 18.289 4.2 6.9 2.3
H -9.226 5.960 18.642 0.0 -1.2 0.1
H -9.982 4.777 17.399 0.2 1.2 0.5
H -10.204 4.498 19.065 -0.3 0.5 0.6
H -8.556 3.232 17.842 1.6 2.2 1.0
C -11.642 5.736 16.672 0.0 2.4 -0.2
O -11.433 6.676 17.724 -8.4 -3.4 2.5
H -12.130 4.839 17.056 0.0 0.5 -0.3
H -12.160 6.256 15.867 -1.1 -0.3 -0.1
H -10.723 5.540 16.120 0.3 -0.4 0.2
H -10.812 7.352 17.445 -3.2 0.2 -0.6
C -8.573 6.913 16.459 2.2 2.7 -1.5
O -9.691 7.202 17.238 9.3 1.7 -1.9
H -8.098 7.884 16.607 1.4 -0.1 -1.2
H -7.818 6.180 16.742 -0.8 -0.6 0.6
H -8.815 6.832 15.399 -0.3 -0.2 0.2
H -9.303 7.592 18.025 -0.2 0.2 0.3
C -12.099 2.553 18.262 -0.4 -0.7 -0.3
O -13.135 3.323 17.737 -1.3 0.4 -0.7
H -12.021 1.595 17.748 -0.1 -0.3 -0.1
H -11.146 3.046 18.070 -0.6 0.1 0.9
H -12.427 2.347 19.281 1.0 0.1 0.3
H -13.503 2.934 16.940 0.0 0.0 0.1
O -7.114 4.634 20.274 1.0 0.7 1.7
H -7.608 5.227 20.840 0.1 0.1 0.3
H -7.776 4.228 19.715 -0.2 -0.4 -1.1
O -9.309 2.443 17.696 -4.4 -8.4 -2.9
H -9.653 1.735 18.241 0.0 -0.3 0.5
H -8.935 1.999 16.935 -0.3 -0.6 -1.0
O -10.210 3.100 15.306 0.2 -0.2 -0.4
H -11.044 2.811 14.935 -0.2 0.0 -0.2
H -10.435 3.425 16.178 -0.1 0.2 0.2
```
Forces are in eV/Å.

- total charge = 0
- gap between HOMO and LUMO (Eh) = 0.303
- LUMO (Eh) = 0.0010
- E_HOMO (eV) = -8.22

Atom charges from the natural (NBO) analysis, given in e for atoms 1 to 4:
1. C -0.2452
2. O -0.8102
3. H 0.1799
4. H 0.1564